Record 1
# C7H23BNbO4

A structure of composition C7H23BNbO4 at a distorted geometry (ωB97M-V/def2-TZVPD, the OMol25 dataset).

Last column: Mulliken charge in e.
Element x y z (Å)
C -0.5989 0.2685 1.2514  -0.82
C 0.0692 -1.0112 0.7581  0.03
O 1.2431 -1.2810 1.5041  -0.52
B 1.3357 -2.2873 2.4368  0.59
O 0.5411 -3.4077 2.1588  -0.44
Nb 2.6661 -2.1427 4.4308  -0.70
C 2.3296 0.0658 4.5423  -1.18
H -1.4795 0.0747 1.8641  0.29
H -0.9225 0.8627 0.3943  0.16
H 0.1160 0.8669 1.8138  0.25
H 0.3642 -0.8820 -0.2865  0.03
H -0.6174 -1.8583 0.7759  0.31
H 0.0333 -3.6769 2.9337  0.25
H 3.9460 -1.8462 3.1400  -0.01
H 4.1161 -2.5347 5.5501  -0.02
H 1.2062 -2.7109 5.4979  -0.09
H 2.9340 -3.8675 3.8247  -0.02
H 2.3969 0.5961 3.5921  0.18
H 3.0876 0.4807 5.2202  0.39
H 1.3371 0.2364 4.9763  0.31
C -3.1716 2.1496 -4.3774  -0.68
O -1.8148 2.3307 -4.7250  -0.37
C -1.0165 2.8393 -3.6694  -0.63
C -0.2186 1.7583 -2.9787  -0.45
O -1.0513 0.8351 -2.3069  -0.24
C -1.2345 -0.3896 -2.9883  -0.92
H -3.6347 1.5757 -5.1786  0.24
H -3.2772 1.6030 -3.4370  0.28
H -3.6894 3.1122 -4.2887  0.32
H -1.6421 3.3575 -2.9342  0.32
H -0.3255 3.5686 -4.1030  0.39
H 0.4283 2.2247 -2.2289  0.39
H 0.4212 1.2439 -3.7041  0.34
H -0.3285 -1.0037 -2.9449  0.34
H -1.5113 -0.2303 -4.0343  0.42
H -2.0372 -0.9203 -2.4797  0.26

Forces on the atoms, in the same order (eV/Å):
C -0.12 0.12 -0.30
C 0.15 -0.12 -0.32
O 0.10 0.40 0.12
B 0.65 -0.73 0.14
O -0.96 0.34 0.03
Nb 0.11 1.19 1.91
C -0.01 -0.20 -0.75
H 0.10 -0.03 0.18
H -0.09 0.01 0.01
H 0.02 -0.06 0.09
H 0.12 0.05 -0.01
H 0.00 -0.06 0.13
H 0.62 -0.29 0.02
H -0.40 -0.32 -0.16
H 0.13 -0.38 -0.62
H -0.32 -0.36 -0.37
H -0.08 0.42 -0.30
H -0.05 0.12 0.03
H 0.05 -0.10 0.09
H -0.02 0.00 0.04
C -0.02 -0.03 0.02
O 0.02 -0.04 -0.03
C -0.03 0.10 -0.05
C 0.11 -0.08 0.10
O -0.13 0.05 -0.01
C 0.03 -0.02 0.01
H -0.01 0.01 -0.01
H -0.01 -0.01 -0.01
H 0.02 0.00 0.02
H 0.00 0.01 -0.01
H 0.00 0.01 0.02
H 0.02 0.00 -0.02
H -0.01 0.01 0.00
H 0.00 0.02 -0.02
H -0.01 -0.01 0.00
H 0.01 -0.02 0.01

Its orbital gap is 6.5 eV. Its total charge is -1. As for the spin multiplicity: 1. Its HOMO energy is -4.014 eV. Its maximum force is 2.3 eV/A. The energy comes out at -663.10178 Eh.

Record 2
# C7H23BrN7O4Y

A structure of composition C7H23BrN7O4Y at a distorted geometry (ωB97M-V/def2-TZVPD, the OMol25 dataset).

Last column: Mulliken charge in e.
Element x y z (Å)
Y -19.0939 5.0618 26.5676  1.74
Br -19.4770 5.4877 23.8445  -0.21
C -15.9050 7.9847 23.3341  0.57
O -16.3747 8.7208 24.1800  -0.61
N -14.7856 8.2919 22.6058  -0.44
N -16.4745 6.7477 23.0757  -0.22
H -14.5554 9.2710 22.6797  0.26
H -14.5857 7.8375 21.7321  0.22
H -16.0501 6.0805 22.4556  0.20
H -17.4601 6.7066 23.2613  0.09
C -21.1841 2.3666 25.7465  0.73
O -20.5280 3.2652 26.3930  -0.60
N -21.9860 1.5211 26.4062  -0.33
N -21.2039 2.3297 24.4032  -0.17
H -22.5642 0.8952 25.8669  0.22
H -21.8852 1.3990 27.4000  0.25
H -21.8947 1.7698 23.9261  0.26
H -20.7699 3.1183 23.9467  0.04
C -18.5896 4.8547 19.4834  0.65
O -18.7992 4.7025 18.3046  -0.60
N -18.9166 6.0263 20.1435  -0.28
N -17.9911 3.9192 20.2963  -0.31
H -19.3239 6.7951 19.6426  0.20
H -18.7413 6.1864 21.1166  -0.02
H -17.7146 4.1881 21.2202  0.11
H -17.6521 3.0544 19.9187  0.22
C -24.1536 3.1797 21.7487  -1.53
C -22.8426 3.9124 21.4252  0.98
C -22.5956 4.1960 19.9606  -0.61
O -22.5452 3.0118 19.2597  -0.33
C -22.6469 3.1720 17.8707  -0.72
N -22.7507 5.1475 22.2252  -0.57
H -24.3267 3.0884 22.8204  0.45
H -24.0338 2.1948 21.2942  0.35
H -24.9796 3.6845 21.2493  0.35
H -22.0443 3.1820 21.6893  -0.10
H -21.6758 4.8060 19.8964  0.05
H -23.3643 4.9095 19.6168  0.41
H -23.5405 3.7358 17.5803  0.33
H -22.6808 2.2027 17.3800  0.27
H -21.7898 3.7049 17.4386  0.27
H -21.8112 5.5107 22.2375  0.14
H -23.1594 4.9026 23.1143  0.29

Forces on the atoms, in the same order (eV/Å):
Y -2.17 -1.72 -3.26
Br 0.17 -0.43 2.74
C 0.43 0.09 -0.48
O -0.25 -0.11 0.10
N -0.50 0.15 0.52
N 0.11 -0.20 0.35
H 0.31 -0.08 -0.07
H -0.06 0.02 -0.04
H -0.10 0.14 -0.24
H 0.29 -0.04 -0.12
C -1.89 -0.65 -0.97
O 2.38 2.00 0.70
N 0.95 0.59 -0.37
N 0.49 0.56 1.50
H -0.01 -0.22 0.31
H -0.19 -0.03 0.05
H 0.18 0.04 -0.28
H -0.17 -0.13 -0.48
C 0.13 0.44 -0.24
O -0.10 -0.21 0.16
N -0.18 0.04 0.29
N -0.27 0.12 0.32
H 0.03 -0.16 -0.31
H 0.17 -0.09 -0.03
H 0.16 -0.17 0.02
H 0.01 0.06 -0.21
C 0.70 0.20 -1.23
C 0.40 -0.61 0.80
C -0.32 1.55 0.50
O -0.04 -0.57 0.08
C 0.17 0.38 -1.09
N -0.55 -0.89 -0.84
H -0.07 0.04 0.08
H -0.38 -0.08 0.16
H -0.21 -0.02 0.27
H 0.07 0.20 0.10
H 0.23 -0.37 -0.17
H -0.23 -0.42 -0.18
H -0.09 -0.08 0.20
H -0.07 -0.15 0.30
H 0.07 0.02 0.28
H -0.01 0.13 0.35
H 0.40 0.65 0.43

Its orbital gap is 2.9 eV. Its total charge is +2. As for the spin multiplicity: 1. Its HOMO energy is -13.438 eV. Its maximum force is 4.3 eV/A. The energy comes out at -3576.60190 Eh. For the energy relative to the best compared isomer or geometry (same formula, charge and spin), the calculation gives 0.0 kJ/mol.

Record 3
# C7H23F3N7O4Sr

A structure of composition C7H23F3N7O4Sr at a distorted geometry (ωB97M-V/def2-TZVPD, the OMol25 dataset).

Last column: Mulliken charge in e.
Element x y z (Å)
Sr 0.1816 -1.3416 0.2646  2.02
F 1.8748 -1.9384 2.0914  -0.89
F 2.1612 -2.0237 -1.0935  -0.95
F -0.0969 -3.8753 0.2586  -0.96
C 1.6838 1.3351 -2.3515  -1.38
C 1.7504 1.4897 -0.8428  0.64
C 2.1811 2.8946 -0.4533  -1.11
O 2.2299 3.0468 0.9487  -0.20
C 2.5969 4.3414 1.3140  -0.80
N 0.3944 1.2312 -0.2722  -0.48
H 1.1603 2.1824 -2.8132  0.39
H 1.0685 0.4603 -2.5796  0.12
H 2.6562 1.1376 -2.7973  0.41
H 2.5080 0.7859 -0.4865  0.35
H 1.4558 3.6231 -0.8656  0.32
H 3.1533 3.1787 -0.8866  0.54
H 1.8327 5.0661 0.9848  0.33
H 3.5068 4.6553 0.7851  0.30
H 2.7055 4.4502 2.3886  0.23
H -0.1979 1.9053 -0.7671  0.22
H 0.4141 1.7184 0.6299  0.11
C -0.6606 -2.6605 -2.8201  0.50
O -0.7449 -1.6937 -2.0875  -0.55
N -0.6820 -3.9090 -2.2692  -0.39
N -0.5662 -2.5645 -4.1873  -0.45
H -0.4144 -4.7098 -2.8167  0.18
H -0.3029 -3.9293 -1.2913  0.34
H -0.4641 -1.6644 -4.6130  0.22
H -0.3885 -3.3763 -4.7455  0.14
C -3.5348 -1.3383 0.1712  0.46
O -2.3550 -1.1871 0.4003  -0.47
N -4.0949 -2.5642 -0.0518  -0.44
N -4.3937 -0.2605 0.0242  -0.44
H -3.4757 -3.3530 0.0448  0.26
H -4.9889 -2.6249 -0.4963  0.15
H -5.3277 -0.4135 -0.3010  0.15
H -3.9612 0.6424 0.0299  0.22
C -0.0393 0.1241 3.4999  0.32
O -0.5328 -0.1304 2.3996  -0.46
N 1.1249 -0.4769 3.8677  -0.39
N -0.6654 0.8929 4.4660  -0.47
H 1.3604 -0.5343 4.8399  0.13
H 1.5442 -1.0915 3.0798  0.38
H -1.5881 1.2080 4.2366  0.23
H -0.0693 1.2913 5.1634  0.17

Forces on the atoms, in the same order (eV/Å):
Sr 1.78 -2.53 0.17
F -0.24 0.51 -0.19
F -0.63 0.86 -0.06
F -0.51 0.48 -0.32
C -0.57 -0.36 -0.11
C 0.09 0.29 -0.12
C 0.12 0.47 -0.39
O 0.05 -0.40 0.28
C -0.29 0.75 -0.71
N 0.63 1.60 0.11
H 0.32 0.13 -0.05
H 0.15 -0.13 0.14
H 0.05 0.31 -0.03
H -0.45 -0.27 0.34
H -0.04 -0.09 0.01
H 0.03 -0.26 0.00
H -0.08 -0.05 0.10
H 0.22 -0.11 0.28
H 0.11 -0.35 0.06
H -0.22 -0.56 -0.36
H -0.01 -0.75 0.34
C 0.50 -1.73 0.52
O -0.40 1.55 -0.32
N 0.00 0.11 -0.83
N -0.38 0.00 -0.16
H 0.09 0.17 -0.27
H -0.24 -0.05 0.96
H 0.06 0.10 0.15
H 0.11 -0.01 0.05
C 0.03 0.15 -1.00
O -0.32 0.22 0.47
N 0.06 0.41 0.53
N 0.29 -0.76 0.37
H -0.01 -0.05 -0.26
H 0.01 -0.35 -0.01
H -0.06 0.33 -0.04
H -0.13 0.10 -0.11
C 1.49 -1.94 0.85
O -0.77 1.18 0.01
N -1.18 1.71 0.15
N 0.06 -0.43 -0.67
H 0.06 0.04 0.07
H 0.51 -1.00 -0.35
H 0.07 0.42 0.21
H -0.37 0.31 0.17

Its orbital gap is 6.9 eV. Its total charge is -1. As for the spin multiplicity: 1. Its HOMO energy is -4.474 eV. Its maximum force is 3.1 eV/A. The energy comes out at -1295.39981 Eh. For the energy relative to the best compared isomer or geometry (same formula, charge and spin), the calculation gives 0.0 kJ/mol.